DFT (ωB97M-V/def2-TZVPD) results for a 6-piece molecular cluster, C28H46B2N2O20P overall.

Properties
Electronic energy   -3099.74652 a.u.
2S+1   1
HOMO energy   -11.8 eV
HOMO-LUMO gap   7.15 eV
Total charge   +1

CARTESIAN COORDINATES (ANGSTROEM)
C (-0.495, 0.902, -2.323)
O (0.010, 1.665, -1.197)
B (0.483, 0.782, -0.132)
O (-0.513, 0.275, 0.767)
C (2.076, 0.442, -0.093)
C (2.714, -0.022, -1.454)
C (4.219, -0.368, -1.487)
N (5.025, -0.237, -0.306)
C (4.521, 0.184, 0.997)
P (5.822, 0.259, 2.385)
O (6.165, 1.865, 2.830)
O (5.385, -0.716, 3.722)
C (3.001, 0.537, 1.187)
B (2.413, 0.961, 2.644)
O (1.297, 0.171, 3.163)
N (2.931, 2.056, 3.530)
C (2.086, 3.296, 3.473)
C (2.803, 1.504, 4.943)
H (0.308, 0.783, -3.146)
H (-0.901, -0.131, -2.028)
H (-1.386, 1.452, -2.814)
H (-0.835, 1.021, 1.340)
H (2.111, -0.130, -2.411)
H (4.685, -0.736, -2.456)
H (6.028, -0.490, -0.392)
H (5.378, 2.267, 3.279)
H (5.467, -1.661, 3.431)
H (1.607, -0.762, 3.017)
H (1.388, 3.356, 2.565)
H (1.440, 3.457, 4.418)
H (2.768, 4.230, 3.422)
H (1.730, 1.516, 5.333)
H (3.451, 2.087, 5.679)
H (3.184, 0.418, 4.918)
C (-1.958, 4.297, 6.333)
C (-2.566, 4.094, 4.963)
C (-2.866, 2.660, 4.647)
O (-2.769, 2.638, 3.226)
C (-1.891, 3.624, 2.881)
O (-1.402, 3.753, 1.793)
O (-1.634, 4.441, 3.939)
H (-2.639, 3.969, 7.121)
H (-1.015, 3.750, 6.429)
H (-1.723, 5.352, 6.491)
H (-3.453, 4.726, 4.842)
H (-3.863, 2.360, 4.973)
H (-2.132, 1.959, 5.056)
C (5.078, -4.901, -5.551)
C (4.121, -3.749, -5.339)
C (4.803, -2.444, -5.053)
O (3.827, -1.755, -4.275)
C (3.091, -2.714, -3.641)
O (2.323, -2.497, -2.743)
O (3.343, -3.946, -4.157)
H (5.725, -4.725, -6.413)
H (5.702, -5.061, -4.667)
H (4.524, -5.829, -5.713)
H (3.433, -3.666, -6.187)
H (5.040, -1.888, -5.961)
H (5.713, -2.550, -4.452)
C (-2.203, -2.340, -3.324)
C (-3.346, -1.793, -4.150)
C (-4.691, -1.963, -3.505)
O (-5.562, -2.024, -4.628)
C (-4.826, -2.526, -5.662)
O (-5.288, -2.911, -6.696)
O (-3.497, -2.534, -5.358)
H (-2.124, -1.824, -2.365)
H (-2.327, -3.406, -3.141)
H (-1.258, -2.226, -3.863)
H (-3.157, -0.746, -4.416)
H (-4.952, -1.125, -2.856)
H (-4.788, -2.896, -2.940)
C (1.921, -7.405, -1.026)
C (1.454, -5.996, -1.319)
C (1.423, -5.107, -0.110)
O (0.404, -4.173, -0.444)
C (-0.449, -4.819, -1.290)
O (-1.531, -4.410, -1.603)
O (0.089, -5.990, -1.729)
H (2.945, -7.411, -0.644)
H (1.268, -7.891, -0.296)
H (1.882, -8.013, -1.933)
H (2.052, -5.558, -2.126)
H (2.374, -4.599, 0.059)
H (1.129, -5.627, 0.807)
C (-6.057, 6.736, 0.224)
C (-5.697, 5.673, 1.239)
C (-6.760, 4.630, 1.423)
O (-6.541, 4.206, 2.763)
C (-5.992, 5.267, 3.420)
O (-5.875, 5.340, 4.616)
O (-5.598, 6.234, 2.547)
H (-6.204, 6.303, -0.768)
H (-6.968, 7.266, 0.517)
H (-5.266, 7.488, 0.165)
H (-4.730, 5.223, 0.989)
H (-6.651, 3.796, 0.729)
H (-7.778, 5.026, 1.348)